A molecular structure, C5H12O2. Source: the OMol25 dataset; level of theory: the ωB97M-V functional and the def2-TZVPD basis.

Its energy is -9470.866 eV. The value obtained for the frontier orbital gap is 8.4 eV. Its HOMO energy is -7.750 eV. For the relative energy (zero: lowest compared OMol25 entry of this formula, charge and spin), the calculation gives 4.270 eV. The LUMO energy is 0.67 eV.

Cartesian coordinates (Å):
C1 -0.875 0.198 0.211
C2 1.592 -0.155 -0.373
C3 -1.517 -1.001 -0.412
C4 0.242 0.045 1.058
C5 -1.053 1.493 -0.534
O1 2.719 0.556 0.056
O2 1.843 -1.511 -0.592
H1 2.956 0.284 0.951
H2 1.949 -1.964 0.253
H3 1.338 0.263 -1.345
H4 -0.819 1.357 -1.591
H5 -2.239 -0.755 -1.191
H6 -2.051 -1.632 0.297
H7 -0.873 -1.707 -0.939
H8 0.600 0.931 1.569
H9 0.324 -0.890 1.604
H10 -1.609 0.403 1.572
H11 -0.430 2.290 -0.134
H12 -2.098 1.796 -0.460

3 unconnected molecules or ions with the total composition C5H12O2. Source: the OMol25 dataset; level of theory: the ωB97M-V functional and the def2-TZVPD basis.

Its energy is -9471.277 eV. The value obtained for the frontier orbital gap is 8.9 eV. Its HOMO energy is -8.444 eV. For the relative energy (zero: lowest compared OMol25 entry of this formula, charge and spin), the calculation gives 3.859 eV. As for the structure (SMILES): C=C/C=C/C.O.O. The LUMO energy is 0.46 eV.

Cartesian coordinates (Å):
C1 3.148 1.351 -0.895
C2 2.552 0.730 0.079
C3 1.561 -0.366 -0.054
C4 1.361 -1.481 0.667
C5 1.300 -2.872 0.254
H1 3.861 2.251 -0.795
H2 3.337 1.092 -1.944
H3 2.847 0.774 1.114
H4 1.177 -0.382 -1.103
H5 1.455 -1.571 1.875
H6 1.053 -2.904 -0.813
H7 2.265 -3.452 0.402
H8 0.460 -3.310 0.783
H9 -2.818 -1.020 -2.472
H10 -2.974 -0.826 -0.901
O1 -2.995 -0.421 -1.758
H11 -3.803 2.822 2.104
H12 -4.797 2.115 1.251
O2 -4.705 2.950 1.782

3 unconnected molecules or ions with the total composition C5H12O2. Source: the OMol25 dataset; level of theory: the ωB97M-V functional and the def2-TZVPD basis.

Its energy is -9473.183 eV. The value obtained for the frontier orbital gap is 10.4 eV. Its HOMO energy is -9.845 eV. For the relative energy (zero: lowest compared OMol25 entry of this formula, charge and spin), the calculation gives 1.953 eV. As for the structure (SMILES): CCC=O.C=C.O. The LUMO energy is 0.55 eV.

Cartesian coordinates (Å):
C1 2.794 -0.453 0.623
C2 1.658 0.100 -0.244
C3 0.404 -0.082 0.562
O1 0.067 0.705 1.421
C4 -1.218 0.564 -1.549
C5 -2.413 0.549 -0.970
O2 -2.587 -0.086 1.726
H1 3.764 -0.328 0.136
H2 2.804 0.076 1.581
H3 2.646 -1.520 0.822
H4 1.594 -0.431 -1.200
H5 1.801 1.168 -0.434
H6 -0.153 -1.028 0.406
H7 -1.696 0.309 1.745
H8 -0.804 -0.319 -2.031
H9 -0.587 1.451 -1.528
H10 -3.038 -0.339 -0.955
H11 -2.813 1.416 -0.454
H12 -2.425 -1.018 1.537

C5H12O2S in the gas phase. Source: the OMol25 dataset; level of theory: the ωB97M-V functional and the def2-TZVPD basis.

Its energy is -20306.314 eV. The value obtained for the frontier orbital gap is 9.4 eV. Its HOMO energy is -8.601 eV. For the relative energy (zero: lowest compared OMol25 entry of this formula, charge and spin), the calculation gives 4.004 eV. As for the structure (SMILES): CCO[C@H](CO)SC. The LUMO energy is 0.79 eV.

Cartesian coordinates (Å):
C1 0.942 2.532 -0.369
C2 -0.430 2.020 -0.843
C3 -0.789 -0.293 -0.300
C4 -1.476 -1.064 0.826
C5 1.642 -1.272 0.546
H1 1.362 3.204 -1.306
H2 0.930 3.102 0.610
H3 1.795 1.654 -0.274
H4 -1.206 2.871 -1.174
H5 -0.185 1.635 -1.823
H6 -1.434 -0.285 -1.206
H7 -1.692 -2.173 0.727
H8 -2.486 -0.683 0.909
H9 -0.419 0.103 2.065
H10 2.596 -2.005 0.548
H11 2.077 -0.188 0.513
H12 0.715 -1.497 1.395
O1 -0.805 1.049 0.122
O2 -0.824 -0.868 2.036
S1 0.728 -1.170 -1.088

2 unconnected molecules or ions with the total composition C5H12O2S2. Source: the OMol25 dataset; level of theory: the ωB97M-V functional and the def2-TZVPD basis.

Its energy is -31140.355 eV. The value obtained for the frontier orbital gap (spin up / spin down) is 6.8 / 7.9 eV. Its HOMO energy (spin up / spin down) is -6.264 / -9.397 eV. Its spin multiplicity is 3. As for the expectation value of S²: 2.005. The LUMO energy (spin up / spin down) is 0.53 / -1.50 eV.

Cartesian coordinates (Å):
C1 -1.677 0.249 1.606
C2 -2.099 0.834 -0.726
C3 -0.650 -1.242 -0.137
C4 3.817 0.461 -0.423
C5 -1.087 0.218 0.243
O1 1.085 0.978 -0.952
O2 0.013 2.640 0.594
S1 4.564 -0.721 0.248
S2 0.448 1.100 0.359
H1 -1.232 0.967 2.283
H2 -2.721 0.562 1.482
H3 -1.815 -0.653 2.162
H4 -2.218 1.844 -0.440
H5 -3.028 0.385 -0.725
H6 -1.669 0.719 -1.701
H7 0.144 -1.663 0.398
H8 -1.586 -1.771 -0.065
H9 -0.337 -1.080 -1.278
H10 2.787 0.207 -0.723
H11 4.357 1.361 -0.673
H12 -0.058 3.109 -0.356

2 unconnected molecules or ions with the total composition C5H12O3. Source: the OMol25 dataset; level of theory: the ωB97M-V functional and the def2-TZVPD basis.

Its energy is -11518.055 eV. The value obtained for the frontier orbital gap is 6.2 eV. Its HOMO energy is 0.397 eV. For the relative energy (zero: lowest compared OMol25 entry of this formula, charge and spin), the calculation gives 1.617 eV. As for the net charge: -2. The LUMO energy is 6.64 eV.

Cartesian coordinates (Å):
C1 -2.252 -0.239 -1.899
O1 -3.447 0.395 -1.962
C2 -1.053 0.847 -1.650
C3 0.220 0.163 -1.198
C4 0.072 -0.302 0.242
C5 0.815 0.625 1.250
O2 1.364 0.028 2.340
H1 -2.090 -1.037 -1.167
H2 -1.963 -0.818 -2.842
H3 -0.892 1.307 -2.703
H4 -1.466 1.643 -1.012
H5 1.081 0.931 -1.130
H6 0.464 -0.565 -1.987
H7 0.281 -1.326 0.396
H8 -0.941 -0.112 0.681
H9 0.089 1.417 1.480
H10 1.627 1.122 0.722
H11 2.443 -1.426 2.204
H12 3.548 -0.457 2.605
O3 3.459 -1.328 2.408

3 unconnected molecules or ions with the total composition C5H12O3. Source: the OMol25 dataset; level of theory: the ωB97M-V functional and the def2-TZVPD basis.

Its energy is -11520.247 eV. The value obtained for the frontier orbital gap is 9.2 eV. Its HOMO energy is -8.726 eV. For the relative energy (zero: lowest compared OMol25 entry of this formula, charge and spin), the calculation gives 2.519 eV. As for the structure (SMILES): C=C/C=C(/C)O.O.O. The LUMO energy is 0.47 eV.

Cartesian coordinates (Å):
C1 1.983 1.044 -1.819
C2 1.246 0.649 -0.779
C3 -0.223 0.768 -0.772
C4 -1.113 0.178 0.034
O1 -0.593 -0.880 0.731
C5 -2.572 0.336 -0.056
H1 3.041 0.998 -1.837
H2 1.588 1.604 -2.638
H3 1.666 0.253 0.125
H4 -0.511 1.661 -1.373
H5 -0.973 -1.282 1.520
H6 -2.866 0.191 -1.111
H7 -3.164 1.197 0.386
H8 -3.037 -0.487 0.460
H9 0.352 0.329 2.136
H10 0.933 1.676 2.249
O2 0.310 1.083 2.717
H11 0.375 -1.992 -0.139
H12 1.182 -2.217 -1.525
O3 0.952 -2.615 -0.683

A molecular structure, C5H12O3. Source: the OMol25 dataset; level of theory: the ωB97M-V functional and the def2-TZVPD basis.

Its energy is -11518.653 eV. The value obtained for the frontier orbital gap is 9.6 eV. Its HOMO energy is -8.837 eV. For the relative energy (zero: lowest compared OMol25 entry of this formula, charge and spin), the calculation gives 4.113 eV. The LUMO energy is 0.72 eV.

Cartesian coordinates (Å):
C1 -1.729 0.125 -1.531
C2 -1.717 -0.487 -0.127
O1 -1.871 0.583 0.794
O2 -0.876 1.257 -1.637
O3 -2.322 -1.545 0.103
H1 -2.390 0.230 1.530
H2 -1.156 1.886 -0.960
H3 -1.380 -0.616 -2.250
H4 -2.766 0.389 -1.774
C3 1.933 -0.310 0.155
C4 0.204 -1.036 0.173
C5 2.097 0.782 1.183
H5 2.481 -1.217 0.394
H6 2.176 0.001 -0.860
H7 1.465 1.637 0.947
H8 3.134 1.124 1.199
H9 1.830 0.429 2.179
H10 0.415 -0.021 -0.267
H11 0.148 -1.309 1.220
H12 0.325 -1.901 -0.470

3 unconnected molecules or ions with the total composition C5H12O3. Source: the OMol25 dataset; level of theory: the ωB97M-V functional and the def2-TZVPD basis.

Its energy is -11513.264 eV. The value obtained for the frontier orbital gap (spin up / spin down) is 9.6 / 7.9 eV. Its HOMO energy (spin up / spin down) is -14.227 / -15.334 eV. For the relative energy (zero: lowest compared OMol25 entry of this formula, charge and spin), the calculation gives 0.045 eV. Its spin multiplicity is 2. As for the net charge: +1. As for the expectation value of S²: 0.771. The LUMO energy (spin up / spin down) is -4.62 / -7.41 eV.

Cartesian coordinates (Å):
C1 -1.764 -1.112 -1.400
C2 -0.561 -1.358 -0.601
C3 0.518 -0.465 -0.485
O1 0.596 0.598 -1.222
C4 1.575 -0.806 0.424
C5 2.758 -0.181 0.527
H1 -1.641 -1.786 -2.260
H2 -2.615 -1.580 -0.893
H3 -2.006 -0.119 -1.726
H4 -0.473 -2.317 -0.137
H5 0.782 1.405 -0.643
H6 1.455 -1.729 0.971
H7 2.932 0.780 0.047
H8 3.580 -0.480 1.169
H9 -2.539 0.850 1.185
H10 -1.398 -0.158 1.067
O2 -1.666 0.635 1.551
H11 0.500 3.315 0.920
H12 -0.324 2.016 1.048
O3 0.291 2.491 0.458

A molecular structure, C5H12O3Rh. Source: the OMol25 dataset; level of theory: the ωB97M-V functional and the def2-TZVPD basis.

Its energy is -14502.696 eV. The value obtained for the frontier orbital gap (spin up / spin down) is 7.3 / 5.9 eV. Its HOMO energy (spin up / spin down) is -16.669 / -18.796 eV. For the relative energy (zero: lowest compared OMol25 entry of this formula, charge and spin), the calculation gives 1.863 eV. Its spin multiplicity is 6. As for the net charge: +2. As for the expectation value of S²: 8.761. The LUMO energy (spin up / spin down) is -9.34 / -12.87 eV.

Cartesian coordinates (Å):
H1 -2.653 -2.094 -0.226
C1 -5.117 4.321 3.060
O1 -5.878 4.132 1.909
C2 -3.663 3.918 2.844
O2 -3.656 2.621 2.203
C3 -2.354 2.055 2.072
C4 -2.404 0.905 1.087
O3 -3.165 1.334 -0.007
C5 -3.455 0.307 -0.926
Rh1 -5.210 2.634 0.975
H2 -5.518 3.733 3.910
H3 -5.109 5.379 3.381
H4 -3.117 3.841 3.795
H5 -3.144 4.625 2.177
H6 -2.032 1.683 3.054
H7 -1.648 2.829 1.735
H8 -2.867 0.013 1.549
H9 -1.379 0.634 0.776
H10 -4.037 0.751 -1.771
H11 -2.526 -0.091 -1.369
H12 -4.092 -0.465 -0.464

A molecular structure, C5H12O3Sr. Source: the OMol25 dataset; level of theory: the ωB97M-V functional and the def2-TZVPD basis.

Its energy is -12347.609 eV. The value obtained for the frontier orbital gap (spin up / spin down) is 6.0 / 8.4 eV. Its HOMO energy (spin up / spin down) is -9.361 / -12.321 eV. For the relative energy (zero: lowest compared OMol25 entry of this formula, charge and spin), the calculation gives 1.879 eV. Its spin multiplicity is 2. As for the net charge: +1. As for the expectation value of S²: 0.750. The LUMO energy (spin up / spin down) is -3.32 / -3.91 eV.

Cartesian coordinates (Å):
C1 1.928 -2.172 1.059
C2 0.672 -1.621 1.633
O1 -0.437 -2.364 1.698
Sr1 -1.787 -3.313 3.658
H1 1.746 -2.880 0.242
H2 2.550 -2.584 1.867
H3 2.522 -1.352 0.635
H4 0.731 -0.904 2.466
O2 -0.188 -0.622 0.128
H5 -1.022 -1.568 0.528
C3 -0.002 2.520 -2.682
O3 0.182 1.786 -1.497
C4 -1.025 1.409 -0.888
C5 -0.746 0.654 0.387
H6 0.989 2.777 -3.075
H7 -0.549 1.931 -3.438
H8 -0.564 3.452 -2.493
H9 -1.627 0.787 -1.577
H10 -1.633 2.299 -0.639
H11 -1.685 0.551 0.954
H12 -0.053 1.215 1.032

2 unconnected molecules or ions with the total composition C5H12O4. Source: the OMol25 dataset; level of theory: the ωB97M-V functional and the def2-TZVPD basis.

Its energy is -13567.348 eV. The value obtained for the frontier orbital gap is 10.6 eV. Its HOMO energy is -9.985 eV. For the relative energy (zero: lowest compared OMol25 entry of this formula, charge and spin), the calculation gives 2.798 eV. As for the structure (SMILES): COCCCOC=O.O. The LUMO energy is 0.66 eV.

Cartesian coordinates (Å):
O1 2.430 4.388 0.523
O2 1.585 3.036 -1.009
O3 -0.596 -1.365 -0.413
C1 2.224 4.080 -0.648
C2 -1.534 -1.934 0.499
C3 1.168 1.962 -0.128
C4 0.082 -0.184 0.200
C5 0.471 0.766 -0.766
H1 2.484 4.558 -1.613
H2 -1.030 -2.189 1.447
H3 -1.961 -2.855 0.069
H4 -2.357 -1.232 0.716
H5 1.964 1.620 0.560
H6 0.359 2.404 0.485
H7 -0.480 0.440 0.922
H8 0.969 -0.589 0.724
H9 1.228 0.254 -1.390
H10 -0.371 1.052 -1.424
O4 -1.981 -4.571 0.698
H11 -2.540 -5.378 0.775
H12 -2.115 -4.263 -0.226

A molecular structure, C5H12O4. Source: the OMol25 dataset; level of theory: the ωB97M-V functional and the def2-TZVPD basis.

Its energy is -13567.343 eV. The value obtained for the frontier orbital gap is 9.7 eV. Its HOMO energy is -8.953 eV. For the relative energy (zero: lowest compared OMol25 entry of this formula, charge and spin), the calculation gives 2.802 eV. The LUMO energy is 0.70 eV.

Cartesian coordinates (Å):
C1 1.399 -0.758 -0.141
C2 -0.671 0.870 0.063
C3 2.711 -0.051 -0.347
C4 -1.724 1.535 0.904
C5 -1.781 -1.037 -0.267
O1 0.439 0.584 0.642
O2 0.701 -1.085 -1.165
O3 1.369 -1.680 0.866
O4 -0.646 1.369 -1.205
H1 -0.497 -1.073 -0.764
H2 1.787 -1.314 1.655
H3 0.014 0.873 -1.715
H4 3.035 0.425 0.578
H5 2.608 0.712 -1.114
H6 3.457 -0.783 -0.658
H7 -2.662 1.620 0.361
H8 -1.366 2.538 1.143
H9 -1.866 0.985 1.830
H10 -1.780 -2.015 -0.770
H11 -1.917 -1.237 0.792
H12 -2.612 -0.479 -0.687